{
  "formula": "C46H40Cl4N4O4PtS3",
  "method": "the ωB97M-V functional and the def2-TZVPD basis",
  "species": ["Pt", "C", "O", "C", "C", "O", "C", "H", "H", "H", "H", "H", "H", "H", "H", "H", "H", "Cl", "C", "C", "Cl", "C", "Cl", "C", "O", "C", "O", "C", "Cl", "N", "S", "N", "S", "N", "S", "N", "C", "C", "C", "C", "C", "C", "C", "C", "C", "C", "C", "C", "C", "C", "C", "C", "C", "C", "C", "C", "C", "C", "C", "C", "C", "C", "C", "C", "C", "C", "C", "C", "C", "C", "C", "C", "H", "H", "H", "H", "H", "H", "H", "H", "H", "H", "H", "H", "H", "H", "H", "H", "H", "H", "H", "H", "H", "H", "H", "H", "H", "H", "H", "H", "H", "H"],
  "positions_angstrom": [[0.098395, -0.077786, 0.134586], [-1.299948, -3.025216, 1.316763], [-0.727286, -1.828511, 1.816202], [0.314888, -2.080853, 2.745422], [0.855654, -0.744137, 3.227017], [1.555057, -0.153548, 2.151452], [2.114431, 1.104796, 2.468375], [-1.737623, -3.600185, 2.140799], [-0.552952, -3.634926, 0.802094], [-2.077109, -2.737407, 0.613975], [1.124118, -2.653002, 2.268944], [-0.075922, -2.655638, 3.596932], [1.535672, -0.896044, 4.075913], [0.024709, -0.098982, 3.541852], [2.833299, 1.001865, 3.289170], [1.334189, 1.819241, 2.752069], [2.624684, 1.442949, 1.569214], [5.039851, -1.686715, -4.512990], [3.674071, -1.746473, -3.493962], [2.660382, -2.692757, -3.743932], [2.813491, -3.751926, -5.069982], [1.530813, -2.745217, -2.933319], [0.277781, -3.847625, -3.279898], [1.380289, -1.878862, -1.821395], [0.410869, -1.960002, -1.014982], [2.396781, -0.835111, -1.613128], [2.209333, 0.017615, -0.699576], [3.536707, -0.826132, -2.457848], [4.729502, 0.367961, -2.194402], [-0.873612, 1.446516, 1.119588], [-2.124689, 2.235018, 1.019307], [-2.250231, 3.443323, -0.088438], [-3.017269, 3.424624, -1.444481], [-2.687087, 2.308779, -2.471893], [-1.152765, 1.715147, -2.655811], [-0.750822, 0.650145, -1.723061], [-1.180502, 1.047209, -4.319905], [-2.346986, 0.852958, -5.034516], [-2.274802, 0.217575, -6.265034], [-1.050831, -0.209269, -6.757848], [0.111217, -0.025357, -6.021014], [0.046674, 0.599534, -4.788078], [-0.121385, 3.195091, -2.742247], [-0.155430, 3.942875, -3.905321], [0.615976, 5.089971, -3.983209], [1.396819, 5.472522, -2.904766], [1.412439, 4.714826, -1.744520], [0.653443, 3.558218, -1.658248], [-2.672823, 5.022065, -2.181304], [-1.898924, 5.975787, -1.545812], [-1.619999, 7.159031, -2.211937], [-2.114283, 7.368796, -3.490911], [-2.894450, 6.405354, -4.114878], [-3.178260, 5.221557, -3.457157], [-4.795994, 3.327068, -1.223048], [-5.526496, 2.313729, -1.819973], [-6.899966, 2.280168, -1.636265], [-7.518240, 3.253456, -0.864912], [-6.774289, 4.260538, -0.266477], [-5.401569, 4.301114, -0.443510], [-2.228728, 3.105163, 2.582298], [-2.057752, 4.469804, 2.709969], [-2.000403, 5.017345, 3.982741], [-2.123250, 4.204247, 5.097913], [-2.301786, 2.834806, 4.955238], [-2.332145, 2.277032, 3.691413], [-3.680975, 1.326942, 0.918959], [-4.746480, 1.872451, 1.612960], [-5.961710, 1.212977, 1.607109], [-6.095417, 0.033040, 0.894298], [-5.020430, -0.496823, 0.196807], [-3.789473, 0.144114, 0.213111], [-3.285196, 1.200580, -4.632241], [-3.174548, 0.036180, -6.832080], [-1.000109, -0.683406, -7.724796], [1.059287, -0.380288, -6.396566], [0.925715, 0.754902, -4.179739], [-0.770136, 3.633393, -4.736636], [0.624809, 5.674265, -4.888624], [2.004409, 6.360157, -2.973840], [2.032941, 5.016270, -0.917160], [0.654482, 2.937433, -0.772345], [-1.519465, 5.780424, -0.555985], [-1.020921, 7.917913, -1.731262], [-1.890980, 8.291518, -4.003810], [-3.281550, 6.579792, -5.107110], [-3.777466, 4.452200, -3.919027], [-5.015820, 1.576511, -2.418638], [-7.492022, 1.503870, -2.098690], [-8.589331, 3.236623, -0.736528], [-7.264811, 5.016044, 0.329102], [-4.804131, 5.078716, 0.008053], [-1.965334, 5.075526, 1.823797], [-1.846142, 6.077596, 4.107608], [-2.085301, 4.635794, 6.084311], [-2.409652, 2.205060, 5.824717], [-2.436738, 1.213534, 3.533482], [-4.617746, 2.797106, 2.154448], [-6.786964, 1.605864, 2.177949], [-7.042564, -0.480426, 0.892052], [-5.140874, -1.425116, -0.337515], [-2.926486, -0.253004, -0.310326]],
  "atomic_forces_ev_per_a": [[-3.4, 2.4, -0.6], [-0.1, -0.1, 0.0], [0.3, 0.2, 0.2], [0.1, 0.2, 0.4], [-0.3, -0.5, 0.2], [-0.5, -0.5, -0.6], [0.1, 0.4, 0.0], [0.0, 0.0, -0.1], [0.0, 0.0, 0.0], [0.0, 0.0, 0.0], [-0.1, 0.0, 0.1], [0.1, 0.1, -0.1], [-0.1, 0.0, -0.1], [0.1, 0.0, 0.0], [-0.1, 0.0, -0.1], [0.0, -0.1, -0.1], [0.0, 0.1, 0.1], [-0.2, 0.0, 0.2], [1.1, 2.0, 1.1], [-2.1, -1.1, 0.3], [-0.1, 0.2, 0.3], [0.6, -0.9, -1.5], [-0.1, 0.0, 0.2], [-2.1, -0.6, 1.4], [2.0, 0.6, -1.0], [-0.1, 2.4, 2.0], [1.4, -2.1, -2.0], [1.3, -0.4, -1.5], [-0.2, -0.1, 0.1], [0.5, -0.5, -0.4], [0.6, -0.9, 0.1], [-0.3, 0.4, -0.1], [0.3, -0.3, 0.2], [-0.2, -0.1, -0.3], [0.4, -0.7, 1.5], [0.6, -0.3, 0.6], [-0.1, 0.2, 0.3], [-0.1, 0.2, 0.1], [0.1, -0.1, 0.0], [-0.1, 0.0, 0.0], [0.0, 0.0, 0.2], [0.0, 0.1, 0.1], [-0.3, -0.5, -0.4], [0.1, 0.2, -0.1], [0.0, -0.1, -0.1], [0.0, -0.1, 0.1], [0.0, -0.1, 0.0], [0.0, -0.3, 0.2], [-0.1, -0.1, 0.3], [0.0, -0.1, 0.2], [-0.1, 0.0, -0.1], [0.0, 0.0, 0.1], [0.0, -0.1, 0.1], [-0.1, -0.1, 0.0], [0.2, 0.0, -0.3], [0.2, -0.1, -0.2], [0.0, 0.1, 0.1], [0.0, 0.0, -0.1], [0.1, 0.0, 0.0], [0.1, 0.1, 0.0], [0.1, -0.1, -0.2], [-0.1, -0.1, -0.3], [0.0, 0.0, 0.1], [-0.1, 0.0, -0.1], [0.0, -0.1, -0.1], [0.0, -0.1, -0.1], [0.3, 0.6, 0.3], [-0.2, 0.0, 0.0], [0.1, 0.0, 0.0], [0.0, 0.0, 0.0], [0.1, 0.0, 0.1], [0.3, -0.1, -0.2], [-0.1, 0.0, 0.0], [-0.1, 0.1, -0.1], [0.0, -0.1, -0.1], [0.1, 0.0, -0.1], [0.2, 0.0, 0.0], [0.0, 0.0, -0.1], [0.0, 0.1, -0.1], [0.1, 0.1, 0.0], [0.1, 0.0, 0.2], [0.0, 0.0, 0.1], [0.1, 0.0, 0.1], [0.1, 0.0, 0.0], [0.0, 0.1, -0.1], [0.0, 0.0, -0.1], [-0.1, -0.1, -0.2], [0.0, -0.1, -0.1], [0.0, -0.1, 0.0], [-0.1, 0.0, 0.0], [0.0, 0.1, 0.0], [0.0, 0.2, 0.1], [0.0, 0.2, -0.1], [0.0, 0.1, 0.0], [0.0, 0.1, 0.1], [0.0, -0.1, 0.1], [0.0, -0.1, 0.2], [-0.1, 0.0, 0.1], [-0.2, 0.1, 0.0], [-0.1, -0.1, 0.0], [0.0, -0.1, -0.1], [0.0, 0.0, 0.0]],
  "lowdin_charge": [1.119, -0.086, -0.278, -0.185, -0.189, -0.281, -0.085, 0.103, 0.091, 0.087, 0.141, 0.140, 0.143, 0.125, 0.105, 0.084, 0.088, 0.784, -0.675, -0.674, 0.788, -0.602, 0.795, -0.313, -0.048, -0.320, -0.028, -0.599, 0.795, -0.370, 0.809, -0.351, 0.906, -0.357, 0.793, -0.340, -0.316, -0.054, -0.046, -0.046, -0.049, -0.071, -0.323, -0.070, -0.052, -0.055, -0.050, -0.068, -0.309, -0.058, -0.046, -0.044, -0.043, -0.064, -0.309, -0.060, -0.045, -0.043, -0.044, -0.062, -0.328, -0.054, -0.049, -0.047, -0.043, -0.077, -0.317, -0.078, -0.046, -0.053, -0.052, -0.064, 0.101, 0.117, 0.117, 0.114, 0.113, 0.122, 0.119, 0.117, 0.115, 0.091, 0.102, 0.121, 0.119, 0.120, 0.121, 0.106, 0.122, 0.120, 0.120, 0.123, 0.095, 0.115, 0.116, 0.117, 0.118, 0.119, 0.121, 0.117, 0.115, 0.089],
  "orbital_gap_ha": [0.1861, 0.1976],
  "multiplicity": 1,
  "charge": 2,
  "e_homo_ev": [-12.535, -12.808]
}


{
  "formula": "C24H43N3NiO6P2S",
  "method": "the ωB97M-V functional and the def2-TZVPD basis",
  "species": ["Ni", "C", "C", "C", "O", "P", "O", "C", "P", "O", "O", "C", "C", "C", "O", "C", "C", "C", "O", "C", "C", "C", "H", "H", "H", "H", "H", "H", "H", "H", "H", "H", "H", "H", "H", "H", "H", "H", "H", "H", "H", "H", "H", "H", "H", "H", "H", "H", "H", "H", "H", "H", "C", "C", "C", "N", "C", "C", "H", "H", "H", "H", "H", "C", "C", "C", "C", "N", "C", "S", "N", "C", "H", "H", "H", "H", "H", "H", "H", "H"],
  "positions_angstrom": [[-0.622712, 0.635785, 0.510097], [3.772873, -1.868389, 3.047337], [4.169539, -0.510929, 2.510141], [5.451880, -0.531079, 1.712452], [3.099842, -0.064338, 1.601049], [2.120348, 1.102726, 1.922432], [1.228572, 1.327845, 0.742792], [1.209899, 0.743047, 3.443971], [-0.122982, -0.452386, 3.182063], [-0.114289, -0.913803, 1.755540], [0.023876, -1.650658, 4.150226], [-0.158891, -1.761413, 5.620323], [0.434340, -0.579708, 6.350465], [0.470961, -3.079095, 5.999572], [-1.398051, 0.432886, 3.487853], [-2.803816, 0.101436, 3.245314], [-3.048166, -0.605011, 1.930594], [-3.348152, -0.715743, 4.399749], [2.924246, 2.366877, 2.365679], [3.865025, 3.070095, 1.457294], [3.126457, 4.228729, 0.827962], [5.044670, 3.482626, 2.302786], [4.508983, -2.208924, 3.775330], [3.725275, -2.594913, 2.236669], [2.797790, -1.834826, 3.537287], [4.239048, 0.223779, 3.318641], [5.343825, -1.185584, 0.848072], [6.265149, -0.909233, 2.331493], [5.722941, 0.466865, 1.368901], [0.788692, 1.682467, 3.808123], [1.911546, 0.400316, 4.204946], [-1.237298, -1.793316, 5.761870], [1.519089, -0.546153, 6.240041], [0.220043, -0.693124, 7.413260], [-0.003813, 0.367446, 6.031288], [1.550279, -3.045751, 5.849578], [0.053524, -3.893817, 5.411351], [0.278744, -3.281168, 7.053201], [-3.268495, 1.087423, 3.242067], [-2.669813, -1.625154, 1.931951], [-2.664681, -0.120929, 1.021211], [-4.130892, -0.641652, 1.787844], [-2.906190, -1.713270, 4.407397], [-4.426344, -0.832117, 4.293006], [-3.156684, -0.217690, 5.349565], [4.168140, 2.346369, 0.696753], [2.797551, 4.928308, 1.597358], [2.268828, 3.876460, 0.255179], [3.789799, 4.762474, 0.147568], [4.734243, 4.181946, 3.078750], [5.788074, 3.973836, 1.675097], [5.514344, 2.618285, 2.771880], [-2.819605, 4.844196, 1.276655], [-1.491309, 4.669484, 1.628621], [-0.889759, 3.449247, 1.386859], [-1.542058, 2.423045, 0.825571], [-2.824244, 2.601294, 0.473936], [-3.496549, 3.787940, 0.685188], [-3.315806, 5.789315, 1.450700], [-0.918131, 5.466885, 2.079403], [0.150280, 3.279089, 1.624864], [-3.313502, 1.767749, -0.013745], [-4.528788, 3.881102, 0.380012], [-2.039277, -2.850720, -5.236319], [-2.059488, -2.543991, -3.780980], [-2.523905, -3.378085, -2.801530], [-2.448419, -2.955196, -1.464391], [-1.940770, -1.772253, -1.121268], [-1.483837, -0.969243, -2.075213], [-0.768381, 0.546616, -1.757864], [-1.552298, -1.352383, -3.381836], [-2.929021, -3.850498, -0.374942], [-2.731856, -3.654838, -5.468848], [-1.035508, -3.168381, -5.526759], [-2.304697, -1.974084, -5.827500], [-2.941585, -4.340683, -3.055390], [-1.194411, -0.706706, -4.075444], [-3.909869, -4.259369, -0.617167], [-2.971335, -3.316127, 0.568701], [-2.243007, -4.694016, -0.271661]],
  "atomic_forces_ev_per_a": [[0.3, -0.3, -0.1], [0.0, 0.0, 0.0], [0.0, 0.0, 0.1], [0.0, 0.0, 0.0], [-0.1, 0.0, -0.1], [0.2, 0.0, 0.1], [-0.1, 0.2, 0.0], [0.0, 0.1, 0.0], [-0.1, 0.3, 0.0], [-0.2, 0.0, 0.1], [0.0, 0.0, -0.1], [0.0, 0.0, -0.1], [0.0, 0.0, 0.0], [0.0, 0.0, 0.0], [0.4, -0.2, 0.2], [-0.1, 0.0, 0.1], [-0.3, -0.1, -0.3], [0.0, 0.1, 0.0], [-0.1, -0.1, 0.0], [0.0, 0.0, 0.0], [0.0, 0.0, 0.0], [0.0, 0.0, 0.0], [0.0, 0.0, 0.0], [0.0, 0.0, 0.0], [0.0, 0.0, 0.0], [0.0, 0.0, 0.0], [0.0, 0.0, 0.0], [0.0, 0.0, 0.0], [0.0, 0.0, 0.0], [0.0, 0.0, 0.0], [0.0, -0.1, 0.0], [0.0, 0.0, 0.1], [0.0, 0.0, 0.0], [0.0, 0.0, 0.0], [0.0, 0.0, 0.0], [0.0, 0.0, 0.0], [0.0, 0.0, 0.0], [0.0, 0.0, 0.0], [0.0, 0.0, -0.1], [0.1, 0.0, 0.0], [0.0, 0.0, 0.3], [0.0, -0.1, 0.0], [0.0, 0.0, 0.0], [0.0, 0.0, 0.0], [0.0, 0.0, 0.0], [0.0, 0.0, 0.0], [0.0, 0.0, 0.0], [0.0, 0.0, 0.0], [0.0, 0.0, 0.0], [0.0, 0.0, 0.0], [0.0, 0.0, 0.0], [0.0, 0.0, 0.0], [0.0, 0.0, 0.0], [0.0, 0.0, 0.0], [0.0, 0.0, 0.0], [-0.1, 0.0, 0.0], [0.0, 0.0, 0.0], [0.0, 0.0, 0.0], [0.0, 0.0, 0.0], [0.0, 0.0, 0.0], [0.0, 0.0, 0.0], [0.0, 0.0, 0.0], [0.0, 0.0, 0.0], [0.0, 0.0, 0.0], [0.0, 0.0, 0.1], [0.0, 0.0, 0.0], [0.0, 0.0, -0.1], [-0.1, -0.1, 0.1], [0.2, 0.0, -0.1], [-0.1, 0.2, -0.3], [0.0, 0.0, 0.1], [0.0, 0.0, 0.0], [0.0, 0.0, 0.0], [0.0, 0.0, 0.0], [0.0, 0.0, 0.0], [0.0, 0.0, 0.0], [0.0, 0.0, 0.0], [0.0, 0.0, 0.0], [0.0, 0.0, 0.0], [0.0, 0.0, 0.0]],
  "mulliken_spin": [1.759, 0.000, 0.000, 0.000, 0.000, 0.022, 0.030, -0.004, 0.011, 0.021, -0.006, 0.000, 0.000, 0.000, 0.000, -0.005, 0.027, 0.001, 0.005, -0.001, 0.000, -0.001, 0.000, 0.000, 0.000, 0.000, 0.000, 0.000, 0.000, 0.000, 0.000, 0.000, 0.000, 0.000, 0.000, 0.000, 0.000, 0.000, -0.001, -0.003, -0.003, 0.000, 0.000, 0.000, 0.000, -0.001, 0.000, 0.000, 0.000, 0.000, 0.000, 0.000, -0.004, 0.005, 0.004, 0.054, 0.000, 0.004, 0.000, 0.000, -0.002, 0.000, 0.000, 0.000, 0.000, 0.000, 0.001, -0.003, 0.000, 0.087, 0.002, 0.000, 0.000, 0.000, 0.000, 0.000, -0.001, 0.000, 0.000, 0.000],
  "orbital_gap_ha": [0.3255, 0.3059],
  "multiplicity": 3,
  "relative_energy_ev": 0.2183,
  "charge": 2,
  "e_homo_ev": [-13.929, -13.875]
}


{
  "formula": "C5H14",
  "method": "the ωB97M-V functional and the def2-TZVPD basis",
  "species": ["C", "C", "C", "H", "H", "H", "H", "H", "H", "H", "H", "C", "C", "H", "H", "H", "H", "H", "H"],
  "positions_angstrom": [[1.775311, 1.397395, -1.279533], [0.665107, 1.277413, -0.247674], [-0.155887, 2.558728, -0.093469], [1.371499, 1.313424, -2.291500], [2.494116, 0.580781, -1.182269], [2.324249, 2.337307, -1.258179], [-0.012687, 0.494339, -0.582548], [1.079648, 0.977240, 0.714729], [-0.253056, 3.093357, -1.043551], [-1.156270, 2.342429, 0.277648], [0.321067, 3.254533, 0.607277], [-0.505855, -2.992218, 0.975649], [-1.713548, -2.095653, 0.586936], [-0.023752, -3.367302, 0.079760], [0.239800, -2.381119, 1.485384], [-0.786543, -3.820751, 1.628080], [-2.671057, -2.622161, 0.674121], [-1.590634, -1.775463, -0.443748], [-1.777802, -1.241797, 1.248638]],
  "atomic_forces_ev_per_a": [[0.2, -0.3, -0.4], [-0.2, 0.3, -0.2], [0.2, 0.2, 0.1], [-0.1, 0.1, 0.0], [0.0, 0.1, 0.0], [0.0, 0.1, 0.3], [0.0, -0.3, 0.1], [-0.1, 0.0, 0.1], [-0.1, -0.2, 0.0], [0.0, 0.1, 0.1], [-0.1, -0.1, -0.1], [-0.4, 0.6, 0.0], [0.2, -0.8, 0.2], [0.0, -0.3, -0.1], [0.0, -0.1, 0.1], [0.1, 0.1, -0.1], [0.2, 0.0, -0.1], [-0.2, 0.3, 0.0], [0.0, 0.3, 0.0]],
  "nbo_charge": [-0.606, -0.399, -0.606, 0.201, 0.207, 0.202, 0.195, 0.196, 0.201, 0.207, 0.202, -0.610, -0.610, 0.203, 0.203, 0.205, 0.204, 0.203, 0.203],
  "orbital_gap_ha": 0.4592,
  "smiles": "CCC.CC",
  "multiplicity": 1,
  "relative_energy_ev": 0.1882,
  "e_homo_ev": -11.405
}